No. 1
Formula: C37H41Cl6N5O10Si4TeZr
Source: the OMol25 dataset
Level of theory: ωB97M-V with the def2-TZVPD basis set

XYZ file:
```
105
Properties=species:S:1:pos:R:3:forces:R:3:mulliken_charge:R:1
Zr 0.608719 0.046947 1.342247 0.637 0.597 0.118 -1.8064
Cl 3.414910 6.605939 0.317363 0.079 0.071 0.066 -0.1993
C 2.579481 5.092091 0.234436 0.055 -0.058 -0.030 0.4452
C 2.982349 4.143314 -0.682932 0.021 -0.003 0.003 -0.8175
C 2.318067 2.929687 -0.769241 -0.555 -0.160 0.495 0.9139
Cl 2.905347 1.797704 -1.912994 0.064 -0.149 -0.339 -0.1143
C 1.219515 2.625118 0.066080 0.191 0.871 -0.186 -1.7621
O 0.460302 1.512352 0.008118 0.559 1.165 -0.160 -0.0591
C 0.906603 3.619137 1.017460 0.063 -0.628 -0.478 1.0088
Cl -0.309715 3.155945 2.135020 -0.350 0.791 0.246 0.0909
C 1.544320 4.834641 1.108702 -0.104 0.107 0.178 -1.0196
H 3.818819 4.334129 -1.339764 -0.016 0.006 -0.013 0.4874
H 1.256934 5.552312 1.864015 -0.015 -0.013 0.001 0.5205
O -2.373300 -0.571317 -1.242978 0.044 0.308 0.488 -0.2984
C -1.892664 -0.325220 -0.062999 -0.560 -0.500 -0.218 0.1239
O -0.984656 -1.068675 0.391039 -1.131 0.071 -0.377 -0.0110
C -2.478705 0.756297 0.703821 -0.146 0.051 0.573 0.5719
C -3.460697 1.568265 0.167334 -0.016 0.055 -0.068 -0.0807
C -4.117777 2.471683 0.977330 0.246 -0.270 -0.060 -1.0066
C -3.850645 2.547131 2.336529 0.048 0.016 0.096 -0.5355
C -2.870017 1.754454 2.888455 0.032 -0.356 -0.571 -0.2560
C -2.091259 0.857631 2.083362 -0.608 -0.066 0.083 0.6842
O -1.123082 0.152074 2.525911 -1.085 0.703 0.797 -0.1048
N -2.612976 1.909135 4.313276 0.007 0.195 0.573 0.9816
O -3.498751 2.411615 4.982268 0.034 -0.098 -0.133 -0.6826
O -1.536934 1.561297 4.763700 -0.070 -0.050 -0.230 -0.5292
N -5.129941 3.338402 0.390524 -0.287 0.246 -0.144 1.1014
O -5.704143 4.115921 1.127598 0.090 -0.105 -0.052 -0.6377
O -5.340091 3.230720 -0.805085 0.063 -0.014 0.172 -0.6250
H -3.708433 1.487286 -0.879552 -0.084 0.035 -0.020 0.5418
H -4.390496 3.244982 2.960193 -0.019 -0.024 0.001 0.6575
O 4.968962 6.081859 3.841577 0.180 0.178 -0.010 -0.4996
C 4.172296 5.450134 4.725896 -0.122 -0.053 0.073 0.5257
O 4.008953 5.916457 5.818963 0.044 0.003 -0.036 -0.5716
C 3.509519 4.188081 4.275503 -0.023 -0.089 -0.041 0.9516
C 3.928168 3.443201 3.177585 -0.062 0.138 0.036 -1.0626
C 3.249749 2.293421 2.810794 -0.132 -0.155 0.000 -0.4780
C 2.142306 1.860638 3.540537 0.598 0.171 -0.019 -0.8495
C 1.749220 2.586486 4.668079 -0.103 -0.159 -0.182 0.2072
C 2.422113 3.736282 5.023356 0.010 0.038 0.017 -1.3112
N 1.469532 0.682822 3.146965 -0.195 0.172 0.635 1.0063
C 1.398966 -0.282030 4.106078 0.947 -0.652 0.240 -0.2153
C 0.558835 -1.477556 3.798915 0.008 -0.368 0.102 0.0512
C -0.161172 -2.133459 4.783378 0.048 0.105 0.071 -0.9433
C -0.907570 -3.244288 4.440820 0.022 0.004 -0.087 -0.6882
C -0.879794 -3.695030 3.128442 0.060 0.010 0.017 -0.6952
C -0.120053 -3.001830 2.209500 0.066 -0.188 0.009 -0.4485
N 0.577847 -1.905275 2.520889 -0.297 -0.336 0.708 0.5681
H 4.935674 5.682029 2.965988 -0.113 -0.090 -0.022 0.3079
H 4.803447 3.729496 2.604777 0.005 -0.013 -0.011 0.3754
H 3.582847 1.703043 1.968063 0.038 0.001 -0.011 0.4116
H 0.882330 2.256688 5.226482 -0.018 0.058 0.041 0.4387
H 2.108331 4.313909 5.882054 0.027 0.010 0.010 0.4768
H 1.391212 0.021650 5.148623 -0.274 0.083 -0.061 0.8383
H -0.141387 -1.760668 5.797824 -0.004 0.032 -0.011 0.5618
H -1.506393 -3.757278 5.181545 0.025 0.015 0.035 0.4430
H -1.446182 -4.561299 2.817694 0.048 -0.029 -0.009 0.5296
H -0.060007 -3.329512 1.183350 -0.018 0.091 -0.125 0.1831
C 1.010807 -3.119106 -4.601491 -0.124 0.247 0.492 -0.4443
Si 2.064268 -1.919480 -3.586944 0.780 -0.088 -0.589 0.8142
C 3.616233 -2.809229 -3.004845 -0.306 0.101 0.041 -1.1849
C 2.587572 -0.475698 -4.691320 -0.227 -0.084 0.275 -1.2230
Si -1.430704 -1.533416 -2.396998 -0.399 -0.063 0.235 -0.0549
Te 0.880011 -0.959298 -1.576219 0.005 -1.114 -2.479 0.8281
Si -2.443594 -0.358133 -4.205314 0.092 0.179 -1.045 1.1335
C -1.344628 1.090457 -4.738197 -0.077 -0.257 0.286 -1.1495
C -4.169986 0.313039 -3.806777 0.334 -0.260 0.409 -1.1076
C -2.662375 -1.492520 -5.709394 0.070 0.077 0.192 -1.2609
Si -2.065399 -3.799272 -1.985375 0.126 -0.552 -0.102 1.0098
C -2.483977 -4.540178 -3.678001 -0.029 0.105 0.215 -1.0142
C -0.616586 -4.786483 -1.251541 -0.092 0.257 -0.148 -0.8756
C -3.547731 -3.963732 -0.816782 0.120 0.367 -0.189 -1.2927
H 1.578678 -3.435459 -5.478288 0.054 0.055 -0.012 0.5902
H 0.081194 -2.659833 -4.946686 0.016 -0.026 -0.029 -0.3861
H 0.763639 -4.010865 -4.021663 -0.020 -0.001 -0.002 0.2371
H 4.215946 -3.131298 -3.859240 -0.040 0.070 -0.083 0.4122
H 3.372289 -3.687770 -2.408376 0.030 0.023 -0.036 0.2732
H 4.230235 -2.151971 -2.384967 0.000 -0.016 0.018 0.2913
H 3.495731 -0.017752 -4.294438 0.001 0.015 0.009 0.3904
H 1.817871 0.297280 -4.725914 0.019 0.000 -0.041 0.2978
H 2.794663 -0.803089 -5.711983 0.012 -0.081 0.007 0.4133
H -1.005686 1.683854 -3.886161 0.017 -0.002 -0.004 0.2701
H -1.901496 1.749639 -5.407259 -0.040 -0.027 -0.015 0.4486
H -0.461052 0.735985 -5.272612 0.005 -0.014 0.023 0.2401
H -4.155709 1.077603 -3.029374 0.005 0.009 -0.004 0.2303
H -4.842699 -0.482522 -3.479761 -0.024 0.017 -0.006 0.3558
H -4.594377 0.768275 -4.703035 0.084 -0.048 -0.090 0.4272
H -1.760659 -2.060031 -5.946384 -0.022 0.008 -0.020 0.3227
H -2.909063 -0.887883 -6.585526 0.008 0.048 0.020 0.4152
H -3.476808 -2.204914 -5.569700 0.010 -0.005 0.036 0.3468
H -1.631523 -4.475426 -4.356669 0.006 0.008 0.004 0.2749
H -3.321836 -4.026578 -4.151700 -0.011 0.015 0.021 0.2269
H -2.754162 -5.594568 -3.585237 0.019 -0.008 0.062 0.4232
H -0.539805 -5.763842 -1.732249 -0.054 -0.009 -0.022 0.5310
H -0.739089 -4.960062 -0.180806 -0.034 0.036 -0.003 0.3450
H 0.333484 -4.267533 -1.397767 0.026 -0.001 0.027 -0.1357
H -4.458917 -3.561200 -1.263828 0.002 0.011 0.002 0.3260
H -3.378425 -3.428719 0.121043 0.034 -0.007 0.002 0.2424
H -3.731985 -5.011439 -0.571891 0.085 -0.045 -0.071 0.4005
Cl 2.739012 -3.653814 0.200621 0.166 -0.021 0.157 -0.2141
C 3.757911 -2.432469 0.955959 -0.462 0.097 0.497 0.0322
Cl 4.977470 -3.060617 1.997332 0.003 0.212 -0.064 -0.1824
Cl 3.162893 -1.239932 4.154396 -0.093 0.158 0.421 -0.2203
C 3.164498 -1.225731 1.053956 0.702 -0.289 -1.415 0.6318
N 2.605051 -0.213224 0.714502 1.270 -0.869 0.841 -0.1321
```
Forces are in eV/Å.

Properties
Total energy in hartree: -6695.03650
Highest occupied orbital energy in eV: -7.6
Max |F| in Eh/bohr: 0.0529
Charge: 0
Energy relative to the best compared isomer or geometry (same formula, charge and spin) in kJ/mol: 32.9

---

No. 2
Formula: C37H41N8OPt
Source: the OMol25 dataset
Level of theory: ωB97M-V with the def2-TZVPD basis set

XYZ file:
```
88
Properties=species:S:1:pos:R:3:forces:R:3:mulliken_charge:R:1
Pt 1.167721 0.620713 -0.595005 -0.112 0.014 -0.135 1.1256
C 5.314597 -0.237333 -0.902290 -0.071 0.001 -0.054 -0.9671
C 5.786776 -0.182545 0.398395 -0.069 0.011 -0.028 -1.0398
C 4.894666 0.065946 1.425211 -0.129 0.012 -0.099 -0.8262
C 3.534322 0.284139 1.181542 -0.111 -0.033 0.128 2.7899
C 3.053043 0.262586 -0.147424 0.099 0.013 0.074 -1.3810
C 3.966570 -0.022768 -1.161453 0.141 -0.037 -0.055 0.1414
C 2.605451 0.513035 2.331149 -0.572 0.051 -0.326 0.4773
C 3.055071 0.482479 3.683788 -0.432 0.069 -0.008 -1.6616
C 2.135511 0.566565 4.685861 -0.292 0.043 -0.183 -1.1498
C 0.746816 0.678864 4.378876 0.368 -0.039 0.367 0.9068
C -0.274093 0.702751 5.357523 -0.108 0.012 -0.114 -0.8137
C -1.587836 0.794473 4.982552 0.252 -0.016 0.007 -0.9009
C -1.932600 0.881266 3.616522 -0.016 0.020 -0.062 -0.1869
C -0.963092 0.875978 2.653060 -0.061 -0.015 0.005 0.2460
C 0.397892 0.757075 3.023117 0.057 0.107 -0.237 -0.6475
N 1.326166 0.690817 2.034431 0.802 -0.192 0.378 0.4746
H 5.994772 -0.441177 -1.717100 0.042 -0.009 -0.076 0.4366
H 6.833072 -0.341391 0.614106 0.056 -0.009 0.011 0.4188
H 5.278945 0.087177 2.431473 0.027 0.004 0.109 0.4098
H 3.623387 -0.049457 -2.188341 0.026 0.001 -0.010 0.3323
H 4.100131 0.392985 3.921541 0.085 -0.034 0.043 0.4551
H 2.450569 0.542198 5.720436 -0.010 -0.018 0.070 0.4439
H -0.000767 0.637178 6.400087 0.021 -0.001 0.127 0.4359
H -2.365270 0.799751 5.730548 -0.073 0.008 0.089 0.4129
H -2.974296 0.960244 3.329850 0.142 -0.022 0.064 0.3309
H -1.203601 0.954309 1.597735 0.041 -0.001 0.040 0.3774
C -5.516498 -0.175086 -1.754001 -0.144 0.064 -0.104 -1.1723
N -4.169577 -0.537126 -1.339076 0.060 -0.057 0.090 -0.0195
N -3.326414 0.490778 -0.935509 0.176 -0.025 -0.067 0.6081
C -2.020061 0.175488 -1.273535 -0.037 -0.273 -0.173 0.2088
O -1.055509 0.884645 -0.941107 0.085 0.273 0.206 -0.6588
C -2.100253 -1.053529 -2.001547 -0.193 0.094 0.064 -0.7931
C -3.410061 -1.421634 -2.044594 0.094 -0.039 0.027 0.3509
C -4.047758 -2.568169 -2.745911 0.049 -0.021 0.043 -1.7120
C -3.731038 1.327447 0.134278 -0.062 0.181 0.031 -0.3125
C -3.306987 2.647831 0.162985 -0.136 -0.029 0.066 -0.1394
C -3.736463 3.477866 1.185357 0.060 0.028 0.001 -0.8344
C -4.604953 3.006797 2.157349 -0.008 -0.052 -0.029 -0.3330
C -5.026415 1.686357 2.116769 -0.080 0.093 -0.045 -0.9988
C -4.582781 0.838986 1.115741 0.022 -0.045 0.048 0.5760
H -5.877501 0.631606 -1.119819 0.000 -0.084 -0.030 0.4278
H -6.168861 -1.036829 -1.622430 0.022 0.043 -0.034 0.4062
H -5.536986 0.152487 -2.797335 -0.014 0.010 0.048 0.3436
H -1.269671 -1.572937 -2.427677 0.187 -0.108 -0.121 0.4634
H -3.280293 -3.252373 -3.098902 0.001 -0.008 -0.007 0.3670
H -4.626806 -2.234339 -3.606777 -0.029 0.043 -0.036 0.3664
H -4.718810 -3.108312 -2.078555 -0.007 -0.019 0.002 0.3896
H -2.670702 3.023715 -0.617349 0.115 0.037 -0.120 0.4219
H -3.399634 4.504693 1.208336 -0.004 0.038 0.011 0.4275
H -4.952548 3.663517 2.939781 -0.022 0.052 0.069 0.4375
H -5.699866 1.306877 2.870211 -0.059 -0.026 0.080 0.4051
H -4.891676 -0.196496 1.099802 -0.016 -0.051 -0.031 0.4547
C 3.825700 3.363812 -0.063259 0.023 -0.055 -0.018 -1.1195
C 2.392304 3.570828 -0.397581 0.212 -0.113 -0.010 0.3498
N 1.436199 2.702708 -0.691773 -0.163 -0.106 0.143 0.1929
C 0.308174 3.444003 -0.987880 -0.032 0.114 -0.131 -0.1726
C 0.584282 4.760958 -0.867622 -0.061 -0.028 -0.003 -0.7431
N 1.901190 4.823061 -0.490089 0.052 0.131 -0.004 -0.0437
H 4.099303 2.319046 -0.109286 0.019 0.035 -0.023 0.1429
H 4.040403 3.736461 0.937228 0.014 0.004 0.082 0.3398
H 4.445760 3.913663 -0.771919 0.023 0.029 -0.007 0.4594
H -0.591827 2.949570 -1.289104 -0.104 0.015 0.036 0.3145
H -0.016255 5.634873 -1.015146 -0.090 0.119 -0.030 0.4303
H 2.439310 5.660491 -0.325788 -0.086 -0.147 -0.031 0.2014
C 1.139123 -3.400147 -4.201316 0.052 0.003 0.042 -0.5525
C 1.721490 -2.004142 -4.077809 0.036 -0.051 -0.100 -0.6369
N 1.234955 -1.410959 -2.851998 -0.096 -0.138 -0.182 0.4589
C 1.062349 -2.095566 -1.697154 0.157 -0.203 -0.326 -0.0209
N 0.884324 -1.404996 -0.611196 -0.093 0.368 0.552 -0.3101
C 0.683327 -2.081231 0.665510 -0.170 0.037 0.145 -0.2103
C 0.057568 -3.449504 0.471563 0.042 -0.003 -0.038 -0.6826
C 0.903486 -4.221417 -0.521134 0.037 0.018 0.068 -0.7440
N 1.003500 -3.452140 -1.753892 -0.081 -0.086 -0.006 0.2440
C 1.457588 -4.173784 -2.933700 0.043 -0.028 -0.099 -0.6114
H 1.558338 -3.914702 -5.063862 0.016 -0.023 -0.026 0.3772
H 0.057230 -3.337589 -4.335736 -0.015 0.001 0.001 0.2150
H 1.412383 -1.366038 -4.907099 0.018 -0.075 0.017 0.4118
H 2.817634 -2.053140 -4.083739 -0.022 -0.008 -0.028 0.3274
H 1.318723 -0.411768 -2.685951 0.081 0.146 -0.008 -0.0410
H 0.046370 -1.444059 1.285777 0.077 -0.118 -0.101 -0.1805
H 1.645433 -2.170806 1.183375 -0.024 0.023 0.010 0.2771
H -0.954496 -3.337304 0.073074 -0.009 -0.018 0.019 0.2039
H -0.007574 -3.980992 1.420851 0.030 0.003 -0.007 0.4391
H 0.460391 -5.188339 -0.770369 -0.005 0.068 0.020 0.4560
H 1.902366 -4.411463 -0.106127 -0.048 -0.016 -0.014 0.2681
H 0.957864 -5.145108 -2.929804 0.025 0.058 -0.046 0.3917
H 2.537324 -4.362430 -2.869743 -0.022 -0.013 -0.011 0.2468
```
Forces are in eV/Å.

Properties
Total energy in hartree: -2067.04317
Highest occupied orbital energy in eV: -9.6
Max |F| in Eh/bohr: 0.0177
Charge: +1
Energy relative to the best compared isomer or geometry (same formula, charge and spin) in kJ/mol: 0.0